[1]
{
  "formula": "C2H6N6O4S",
  "method": "ωB97M-V/def2-TZVPD",
  "species": ["N", "S", "N", "O", "O", "C", "O", "N", "N", "N", "C", "N", "O", "H", "H", "H", "H", "H", "H"],
  "xyz": [[-0.490, -0.907, 1.032], [-1.822, -1.218, 0.234], [-1.272, -1.603, -1.264], [-2.789, -2.212, 0.720], [-2.635, 0.166, -0.036], [-2.200, 1.534, -0.048], [-3.101, 2.261, -0.355], [-0.925, 1.744, 0.228], [-0.135, 0.772, -0.156], [1.104, 1.067, 0.059], [2.129, 0.180, -0.199], [3.348, 0.619, 0.233], [2.039, -0.829, -0.805], [-0.409, -1.103, 2.000], [-1.277, -2.531, -1.642], [-0.280, -1.362, -1.297], [1.196, 1.814, 0.721], [3.397, 1.567, 0.544], [4.122, 0.042, 0.031]],
  "forces_ev_per_angstrom": [[-2.048, -1.063, -1.664], [0.911, -1.627, 2.323], [0.847, 1.033, -0.254], [1.516, 2.170, -1.130], [0.350, -1.941, 0.223], [-3.179, -0.967, -1.623], [1.381, 0.235, 0.792], [3.361, -0.146, 0.269], [-2.182, 1.942, -1.503], [0.006, 0.857, 0.914], [1.951, 0.770, 0.115], [-1.726, 0.935, 0.612], [-1.273, -2.234, -1.250], [-0.726, -0.285, 1.045], [-1.131, -0.731, 0.608], [-0.104, 0.553, 0.114], [0.502, 0.583, 0.395], [0.761, 0.140, 0.183], [0.782, -0.225, -0.168]],
  "nbo_charge": [-1.137, 2.347, -1.074, -0.873, -0.729, 0.871, -0.507, -0.427, 0.129, -0.420, 0.781, -0.824, -0.593, 0.406, 0.424, 0.436, 0.379, 0.390, 0.420],
  "homo_energy_ev": [-9.58, -9.58],
  "smiles": "N=[S@@](N)(=O)OC(=O)/N=N/NC(N)=O",
  "e_above_lowest_kcal_mol": 7.44,
  "total_charge": 0
}

[2]
{
  "formula": "C6H10",
  "method": "ωB97M-V/def2-TZVPD",
  "species": ["C", "C", "C", "C", "C", "C", "H", "H", "H", "H", "H", "H", "H", "H", "H", "H"],
  "xyz": [[1.134, -0.006, 1.306], [1.103, -0.766, -0.022], [-0.081, -0.385, -0.928], [-1.410, -0.692, -0.272], [-1.728, 0.591, -0.086], [-0.536, 1.112, -0.863], [1.708, -0.548, 2.062], [1.594, 0.979, 1.182], [0.124, 0.150, 1.699], [2.057, -0.607, -0.538], [1.034, -1.846, 0.166], [0.069, -0.778, -1.943], [-1.864, -1.638, 0.012], [-2.541, 1.096, 0.427], [0.151, 1.805, -0.368], [-0.815, 1.531, -1.835]],
  "forces_ev_per_angstrom": [[0.037, 0.060, 0.075], [0.083, -0.038, -0.016], [0.093, -0.111, -0.061], [-0.100, 0.047, 0.091], [-0.167, -0.092, -0.062], [0.073, 0.172, -0.027], [-0.024, 0.061, -0.106], [-0.048, -0.142, 0.063], [0.184, -0.075, 0.005], [-0.133, -0.016, -0.067], [0.031, 0.141, -0.018], [-0.038, 0.044, 0.193], [0.013, 0.171, -0.003], [0.030, -0.073, -0.150], [-0.142, -0.092, 0.000], [0.108, -0.057, 0.083]],
  "nbo_charge": [-0.622, -0.393, -0.230, -0.190, -0.187, -0.430, 0.212, 0.201, 0.214, 0.203, 0.199, 0.203, 0.203, 0.204, 0.203, 0.211],
  "homo_energy_ev": -9.35,
  "smiles": "CC[C@H]1C=CC1",
  "e_above_lowest_kcal_mol": 31.05,
  "total_charge": 0
}

Please write out number 2 again, unchanged.
{
  "formula": "C6H10",
  "method": "ωB97M-V/def2-TZVPD",
  "species": ["C", "C", "C", "C", "C", "C", "H", "H", "H", "H", "H", "H", "H", "H", "H", "H"],
  "xyz": [[1.134, -0.006, 1.306], [1.103, -0.766, -0.022], [-0.081, -0.385, -0.928], [-1.410, -0.692, -0.272], [-1.728, 0.591, -0.086], [-0.536, 1.112, -0.863], [1.708, -0.548, 2.062], [1.594, 0.979, 1.182], [0.124, 0.150, 1.699], [2.057, -0.607, -0.538], [1.034, -1.846, 0.166], [0.069, -0.778, -1.943], [-1.864, -1.638, 0.012], [-2.541, 1.096, 0.427], [0.151, 1.805, -0.368], [-0.815, 1.531, -1.835]],
  "forces_ev_per_angstrom": [[0.037, 0.060, 0.075], [0.083, -0.038, -0.016], [0.093, -0.111, -0.061], [-0.100, 0.047, 0.091], [-0.167, -0.092, -0.062], [0.073, 0.172, -0.027], [-0.024, 0.061, -0.106], [-0.048, -0.142, 0.063], [0.184, -0.075, 0.005], [-0.133, -0.016, -0.067], [0.031, 0.141, -0.018], [-0.038, 0.044, 0.193], [0.013, 0.171, -0.003], [0.030, -0.073, -0.150], [-0.142, -0.092, 0.000], [0.108, -0.057, 0.083]],
  "nbo_charge": [-0.622, -0.393, -0.230, -0.190, -0.187, -0.430, 0.212, 0.201, 0.214, 0.203, 0.199, 0.203, 0.203, 0.204, 0.203, 0.211],
  "homo_energy_ev": -9.35,
  "smiles": "CC[C@H]1C=CC1",
  "e_above_lowest_kcal_mol": 31.05,
  "total_charge": 0
}